Record 1
C30H55GaNSSbSeSi2 | the ωB97M-V functional and the def2-TZVPD basis

Geometry as ORCA input:
```
! wB97M-V def2-TZVPD RIJCOSX def2/J DEFGRID3
* xyz 0 1
Ga 0.3309 0.1019 1.1071
C -3.7426 -3.9565 0.1226
Si -4.3971 -2.4638 1.1146
C -4.0509 -2.6434 2.9794
C -6.2853 -2.3007 0.8984
C -3.6593 -0.8564 0.4058
C -4.3721 0.0939 -0.2977
C -3.7432 1.2350 -0.7975
C -2.3899 1.3781 -0.5985
N -1.6753 0.4787 0.0660
C -2.2900 -0.5974 0.5765
S -1.2537 -1.6528 1.4328
H -4.1581 -4.8825 0.5098
H -2.6612 -4.0258 0.1890
H -4.0068 -3.8897 -0.9293
H -4.5947 -3.4912 3.3864
H -4.3615 -1.7573 3.5263
H -2.9960 -2.8015 3.1754
H -6.7901 -3.1481 1.3482
H -6.5785 -2.2661 -0.1454
H -6.6615 -1.4045 1.3820
H -5.4288 -0.0463 -0.4717
H -4.2940 1.9890 -1.3350
H -1.8323 2.2228 -0.9913
C 8.2057 -2.4174 1.4153
C 6.7362 -2.1228 1.3621
C 6.1709 -1.1004 2.1071
C 4.7992 -0.8607 2.1072
C 4.2688 0.2165 3.0081
C 3.9802 -1.6681 1.3206
Se 2.0187 -1.6212 1.3913
C 4.5313 -2.7003 0.5455
C 3.6720 -3.6035 -0.2832
C 5.8993 -2.9078 0.5780
H 8.7681 -1.5580 1.7743
H 8.5692 -2.7002 0.4296
H 8.3935 -3.2602 2.0825
H 6.8002 -0.4870 2.7375
H 4.5076 -0.0272 4.0449
H 3.1870 0.3222 2.9156
H 4.7336 1.1759 2.7807
H 3.0347 -3.0150 -0.9427
H 3.0157 -4.1848 0.3659
H 4.2807 -4.2837 -0.8767
H 6.3177 -3.7166 -0.0053
C 1.0260 3.0020 4.8149
Si -0.2641 1.9667 3.8521
C -1.9596 2.8414 3.9869
C -0.3543 0.1648 4.4685
C 0.3190 1.9446 2.0419
H 0.7212 3.1684 5.8424
H 1.1506 3.9761 4.3485
H 1.9951 2.5119 4.8303
H -2.2665 2.9223 5.0256
H -2.7407 2.3101 3.4505
H -1.9141 3.8501 3.5853
H -0.4794 0.0764 5.5424
H 0.5533 -0.3694 4.1840
H -1.1836 -0.3541 3.9918
H 1.3395 2.3315 1.9761
H -0.3191 2.5787 1.4239
C 0.9143 4.8792 0.0451
C 1.0930 4.3722 -1.3756
C 2.2743 5.0540 -2.0356
Sb 1.0936 2.1228 -1.4221
C 3.2148 1.4928 -1.6904
C 3.9440 1.7850 -0.3927
C 3.9417 2.0628 -2.8899
C 0.1961 1.9521 -3.4723
C 0.6264 3.0030 -4.4772
C 0.4282 0.5493 -4.0031
H 0.8085 5.9652 0.0447
H 1.7739 4.6281 0.6646
H 0.0223 4.4585 0.5053
H 0.1847 4.6075 -1.9382
H 3.1923 4.8630 -1.4837
H 2.1128 6.1340 -2.0419
H 2.3987 4.7298 -3.0650
H 3.1338 0.4053 -1.7918
H 4.0082 2.8562 -0.2069
H 4.9580 1.3846 -0.4220
H 3.4259 1.3132 0.4436
H 4.0255 3.1431 -2.8188
H 3.4323 1.8139 -3.8185
H 4.9519 1.6538 -2.9440
H -0.8755 2.0798 -3.2821
H 1.6914 2.9459 -4.6834
H 0.3889 4.0045 -4.1291
H 0.1001 2.8493 -5.4205
H 1.4872 0.3713 -4.1803
H -0.0973 0.4046 -4.9479
H 0.0636 -0.1983 -3.2988
*
```

Results
gap between HOMO and LUMO = 7.9 eV
strongest force on any atom = 1.3 eV/A
ΔE to the lowest compared entry with this formula, charge and spin = 38.36 kcal per mole

Mulliken population analysis, charges in e, atoms 1 to 4: atom 1 (Ga): 0.44, atom 2 (C): -1.07, atom 3 (Si): 0.31, atom 4 (C): -1.02

Record 2
C30H55N10 | the ωB97M-V functional and the def2-TZVPD basis

Geometry as ORCA input:
```
! wB97M-V def2-TZVPD RIJCOSX def2/J DEFGRID3
* xyz 5 1
C 21.3661 -0.4296 -13.3714
C 21.1452 0.3083 -14.7035
N 20.0802 1.3041 -14.6522
C 20.2421 2.6233 -14.2168
C 19.0272 3.2175 -14.2443
N 18.1500 2.3102 -14.8131
C 18.8173 1.1765 -15.0347
C 16.6875 2.4459 -14.9768
H 20.4219 -0.9051 -13.0917
H 21.6483 0.2330 -12.5576
H 22.0945 -1.2031 -13.6010
H 20.8775 -0.3701 -15.5119
H 22.1078 0.7567 -14.9484
H 21.2603 2.9096 -14.0086
H 18.6461 4.1864 -13.9723
H 18.3891 0.2534 -15.3948
H 16.5600 2.6629 -16.0370
H 16.3244 3.1821 -14.2708
H 16.2314 1.4676 -14.8325
C 19.2260 -1.9800 -4.3775
C 18.1459 -2.0641 -5.4787
N 17.3635 -0.8140 -5.4766
C 17.2285 0.0853 -6.5227
C 16.6127 1.1722 -5.9891
N 16.1034 0.7968 -4.7747
C 16.6351 -0.3888 -4.4387
C 15.1236 1.5618 -4.0091
H 19.7212 -1.0173 -4.4886
H 19.9608 -2.7706 -4.4968
H 18.7010 -2.0681 -3.4297
H 17.4438 -2.8954 -5.3618
H 18.4673 -2.2886 -6.4970
H 17.5791 -0.1337 -7.5142
H 16.2690 2.1179 -6.3760
H 16.4201 -0.9843 -3.5662
H 15.2571 1.6076 -2.9344
H 14.1256 1.1497 -4.1932
H 15.0098 2.5333 -4.4891
C 15.9812 1.5030 -11.7092
C 16.2873 1.7720 -10.2048
N 15.2019 2.3444 -9.4285
C 14.1641 1.5894 -8.9404
C 13.3312 2.4205 -8.2571
N 13.8708 3.7089 -8.3186
C 14.9555 3.6152 -9.1158
C 13.3046 4.9467 -7.7456
H 15.6074 2.4774 -12.0328
H 15.1221 0.8500 -11.8729
H 16.8805 1.0857 -12.1500
H 17.1577 2.4304 -10.1647
H 16.6472 0.8895 -9.6746
H 14.1673 0.5114 -8.9414
H 12.5907 2.2575 -7.4906
H 15.6088 4.4349 -9.3762
H 12.6281 4.7663 -6.9182
H 12.7391 5.3835 -8.5709
H 14.1112 5.6327 -7.5027
C 8.2388 3.7244 -0.8296
C 9.4284 3.5260 -1.7526
N 9.1260 4.0789 -3.0949
C 10.0481 4.0216 -4.1240
C 9.5016 4.5703 -5.2331
N 8.1438 4.7391 -4.9652
C 7.9809 4.4235 -3.6685
C 7.0616 5.1506 -5.8194
H 8.3740 3.1753 0.1011
H 7.2842 3.3579 -1.2135
H 8.0395 4.7665 -0.5743
H 9.5755 2.4539 -1.8930
H 10.3700 3.9757 -1.4510
H 11.0356 3.5937 -4.1121
H 9.9061 4.7495 -6.2134
H 6.9897 4.4923 -3.2468
H 6.1444 4.6426 -5.5487
H 7.3710 4.9409 -6.8466
H 7.0441 6.2440 -5.8497
C 11.3636 6.1443 -12.2060
C 12.7836 5.6158 -12.4063
N 12.9621 4.4174 -13.2241
C 12.8564 4.4062 -14.5984
C 12.7424 3.1108 -14.9989
N 12.7552 2.3417 -13.8462
C 12.9032 3.1355 -12.7968
C 12.7471 0.9133 -13.8168
H 11.1098 7.0392 -12.7720
H 11.1579 6.3748 -11.1586
H 10.5333 5.4661 -12.4263
H 13.1881 5.2825 -11.4419
H 13.5210 6.3570 -12.7108
H 12.8789 5.3043 -15.1946
H 12.5691 2.5191 -15.8847
H 12.9304 2.8382 -11.7621
H 12.1989 0.4919 -14.6649
H 12.1432 0.5059 -13.0039
H 13.7189 0.4233 -13.8651
*
```

Results
gap between HOMO and LUMO = 8.8 eV
strongest force on any atom = 2.6 eV/A

Mulliken population analysis, charges in e, atoms 1 to 4: atom 1 (C): -1.02, atom 2 (C): -0.59, atom 3 (N): 0.17, atom 4 (C): -0.45

Record 3
C30H55N8O5S2Si4Zr | the ωB97M-V functional and the def2-TZVPD basis

Geometry as ORCA input:
```
! wB97M-V def2-TZVPD RIJCOSX def2/J DEFGRID3
* xyz 1 1
Zr 0.2311 -0.2036 -0.4644
O -6.8460 0.1893 -0.2719
C -6.1035 0.7877 -1.0677
O -6.3143 1.4084 -2.1188
C -4.6213 0.6416 -0.8589
C -3.8998 1.5525 -0.0870
C -2.5380 1.4358 0.0238
N -1.8477 0.4561 -0.5793
C -2.5439 -0.4205 -1.3438
C -3.8996 -0.3801 -1.4944
C -1.6900 -1.4432 -2.0385
O -2.0848 -2.5245 -2.3598
O -0.4241 -0.9907 -2.1814
H -4.4100 2.3597 0.4224
H -1.9489 2.1278 0.5991
H -4.3946 -1.1206 -2.1080
C -1.5991 3.1451 -2.6776
Si 0.2668 3.1977 -2.6390
C 0.8178 4.9448 -2.9936
C 0.9006 2.0824 -4.0023
Si 1.1091 2.4042 -0.5947
Si 0.6319 3.7354 1.3082
C 1.4821 2.9736 2.8098
C 1.3024 5.4601 1.0283
C -1.1651 3.9766 1.7971
Si 3.4670 2.6329 -0.7357
C 4.2991 2.0738 0.8638
C 4.0378 4.3928 -1.0051
C 4.2109 1.6724 -2.1723
H -1.9354 3.6757 -3.5733
H -2.0650 3.6308 -1.8184
H -1.9910 2.1275 -2.7400
H 0.3796 5.2500 -3.9486
H 1.8973 5.0285 -3.0851
H 0.4846 5.6521 -2.2324
H 0.4500 2.3947 -4.9490
H 0.6343 1.0315 -3.8515
H 1.9829 2.1517 -4.1099
H 2.4008 3.5156 3.0430
H 1.7516 1.9235 2.6706
H 0.8286 3.0445 3.6833
H 2.3614 5.5147 1.2713
H 0.7760 6.1484 1.6954
H 1.1711 5.8157 0.0063
H -1.6187 3.0925 2.2482
H -1.8071 4.3244 0.9862
H -1.1563 4.7545 2.5668
H 4.3181 2.8909 1.5871
H 5.3409 1.8051 0.6566
H 3.7858 1.2442 1.3491
H 3.8999 5.0337 -0.1404
H 3.5406 4.8617 -1.8486
H 5.1084 4.3583 -1.2320
H 3.7003 0.7596 -2.4616
H 5.2527 1.4359 -1.9336
H 4.2266 2.3123 -3.0568
N 5.0006 -1.4558 0.6227
N 4.0344 -1.3263 -0.3662
N 4.1290 -1.9423 -1.5255
C 2.9818 -1.6066 -2.1007
N 2.2672 -0.8054 -1.3111
N 2.9536 -0.6534 -0.1882
H 5.8631 -1.6923 0.1389
H 5.0844 -0.5423 1.0660
H 2.6698 -1.9274 -3.0794
C 1.7126 -6.9099 0.5352
N 1.8648 -5.5272 0.0775
C 3.1502 -4.9476 0.4420
C 0.7741 -4.7455 -0.1239
S 0.7772 -3.1349 0.4756
N -0.2578 -5.2824 -0.7739
C -0.1162 -6.4080 -1.6947
C -1.6153 -4.7543 -0.6989
H 2.1073 -6.9820 1.5506
H 2.2593 -7.6035 -0.1034
H 0.6673 -7.1944 0.5588
H 3.9060 -5.7214 0.3113
H 3.1598 -4.6059 1.4787
H 3.3881 -4.1145 -0.2076
H 0.9300 -6.5581 -1.9458
H -0.6710 -6.1606 -2.5991
H -0.5284 -7.3297 -1.2814
H -1.6428 -3.9010 -0.0302
H -2.2749 -5.5425 -0.3310
H -1.9455 -4.4344 -1.6843
C -6.3562 -0.6994 2.5137
C -4.8715 -0.5969 2.6463
C -4.0464 -1.5032 1.9559
C -2.6733 -1.4355 2.0506
C -2.1088 -0.4155 2.8205
C -2.8958 0.5063 3.4997
C -4.2765 0.3965 3.4151
S -0.3944 -0.2433 3.0284
C 0.1060 -1.8098 3.6803
O 0.2332 -0.2389 1.5956
H -6.6804 -1.7322 2.6537
H -6.6500 -0.3802 1.5025
H -6.8654 -0.0724 3.2432
H -4.5033 -2.2696 1.3424
H -2.0480 -2.1529 1.5264
H -2.4425 1.2968 4.0846
H -4.9000 1.1059 3.9435
H -0.0727 -2.5897 2.9418
H -0.4906 -1.9583 4.5811
H 1.1640 -1.7436 3.9216
*
```

Results
gap between HOMO and LUMO = 6.7 eV
strongest force on any atom = 1.3 eV/A

natural (NBO) population analysis, charges in e, atoms 1 to 4: atom 1 (Zr): 2.05, atom 2 (O): -0.72, atom 3 (C): 0.72, atom 4 (O): -0.66